{
  "formula": "C8H20O16V3",
  "method": "ωB97M-V with the def2-TZVPD basis set",
  "symbols": ["O", "V", "O", "O", "V", "O", "O", "V", "O", "C", "O", "O", "O", "C", "O", "O", "O", "O", "H", "H", "O", "H", "H", "C", "C", "C", "O", "H", "H", "H", "H", "H", "H", "H", "H", "C", "C", "C", "O", "H", "H", "H", "H", "H", "H", "H", "H"],
  "positions_angstrom": [[0.75738, 1.53248, 2.64957], [1.17527, 1.05605, 1.10964], [0.48272, 2.19320, 0.23562], [-1.44471, -1.44851, 3.67149], [-0.66328, -2.31705, 2.56318], [-0.70284, -3.83820, 2.94223], [3.68006, -2.94340, 1.80049], [3.02761, -2.08648, 0.58038], [3.41947, -2.77038, -0.89468], [0.45051, -1.48757, 0.24822], [1.31462, -0.78296, -0.32817], [0.86833, -2.40346, 0.92807], [-0.28002, -0.77896, 0.90423], [3.80159, 0.31209, 1.45469], [2.87223, -0.22688, 2.05178], [4.41030, -0.39185, 0.68640], [3.38619, 1.27113, 0.77654], [1.20643, -1.64478, 3.77798], [1.87304, -1.17833, 3.27371], [1.67598, -1.98499, 4.53956], [-2.72828, -2.45632, 1.25047], [-3.21249, -1.69236, 0.93717], [-2.92703, -3.14372, 0.61470], [-4.49798, 1.81174, -0.30008], [-3.14016, 1.20179, 0.14804], [-2.88080, 1.19532, 1.62370], [-3.01130, -0.17747, -0.43989], [-4.47255, 2.89924, -0.23105], [-5.31647, 1.44416, 0.31884], [-4.58694, 1.48371, -1.33574], [-2.28862, 1.74204, -0.26559], [-3.29288, 2.12241, 2.02222], [-1.82070, 1.16586, 1.87548], [-3.46704, 0.45277, 2.16502], [-2.17180, -0.47434, -0.08112], [1.87001, 0.14315, -4.34550], [2.02531, 1.36139, -3.37792], [0.64967, 1.93134, -2.96645], [2.66483, 0.91853, -2.26057], [1.77963, 0.53605, -5.35819], [1.03710, -0.48203, -4.02378], [2.79316, -0.43573, -4.37362], [2.51150, 2.12786, -3.98146], [0.19415, 1.31725, -2.18959], [0.11179, 1.81908, -3.90782], [0.66938, 2.95002, -2.57915], [2.19763, 0.15712, -1.90905]],
  "forces_ev_per_a": [[0.8698, -1.5876, -3.4346], [0.1792, 2.4747, 2.8764], [0.7087, -1.2395, 0.1520], [0.6542, -1.4686, -1.5225], [-0.4098, 2.0465, 1.5238], [-0.2968, 0.1015, 0.0419], [-1.4752, 0.8653, -2.2862], [3.3766, -1.3854, -0.8757], [-0.9934, 1.4726, 3.8126], [5.0373, 4.4692, 1.6490], [3.0084, 0.7802, -4.4273], [2.1938, -8.4720, 1.3604], [-8.8090, 4.1211, 3.0975], [-4.3644, 0.3939, -5.7797], [-4.7293, -3.8324, 6.3441], [6.9124, -7.0042, -2.1197], [-2.5290, 8.4479, 0.1748], [-0.9785, -0.4346, -0.4037], [0.8484, 0.7034, -0.6534], [-0.2077, -0.4284, 0.1255], [0.8831, -0.6377, 0.6713], [-0.2006, 0.8774, -0.2505], [0.1125, -0.3500, -0.0877], [1.4069, -0.8922, 0.1455], [0.1803, -0.6288, -0.7739], [-0.7301, 0.4007, 0.6498], [-0.8248, 1.2052, 0.8710], [0.0826, -0.0614, -0.0698], [-0.0418, -0.1435, -0.1201], [-0.4923, 0.2605, -0.0227], [-0.2738, 0.3440, -0.4708], [0.2639, 0.3464, 0.0483], [-0.1506, -0.2463, 0.0768], [0.2053, -0.4576, -0.0702], [0.5935, -0.0204, -0.1058], [0.3049, 1.0440, -0.0125], [-2.0735, -1.0542, -0.8246], [0.3010, -0.5128, -1.0120], [2.1295, 0.4768, 1.1897], [-0.6588, -0.2495, -0.1930], [-0.0569, -0.0968, -0.2717], [-0.0021, -0.0399, 0.3648], [0.8780, 0.1527, 0.7022], [-0.0063, -0.1723, -0.1459], [-0.8507, 0.5927, 0.1837], [0.1321, -0.0152, -0.2446], [-0.1072, -0.1452, 0.1173]],
  "largest_force_ha_per_bohr": 0.19849,
  "total_charge": -1,
  "homo_lumo_gap_ha": 0.274
}